DFT (the ωB97M-V functional and the def2-TZVPD basis) results for a cluster of 14 separate species, C52H81F7IN15O2PS in total.

```
160
Properties=species:S:1:pos:R:3:forces:R:3:mulliken_charge:R:1
C 3.103347 4.015984 0.209235 0.0530 -0.3442 -0.1785 -0.24
C 2.237359 3.519563 0.873350 -0.0379 0.0692 0.0365 -1.59
C 1.210378 2.831686 1.658394 -0.0266 0.1372 -0.0021 -0.25
C 0.275528 1.968372 0.749536 -0.1453 0.4960 0.4422 1.60
C -1.082498 2.613779 0.400288 0.0864 -0.1346 0.1425 0.95
C -1.014363 4.107984 0.065577 0.3319 0.0265 -0.5377 -1.06
C -0.317606 4.346079 -1.288863 -0.4914 0.4025 0.4204 -0.80
C -1.053056 3.745072 -2.484207 0.6550 -0.1350 -0.6005 -0.36
C -0.196660 3.859485 -3.745040 -0.2495 0.0474 0.0216 0.87
F -0.977882 3.819026 -4.872552 0.2187 -0.0764 0.3343 -0.34
F 0.494736 5.028573 -3.785935 -0.1694 -0.3170 -0.0198 -0.35
C 0.826937 2.702223 -3.878903 0.6939 0.2939 -0.4850 0.43
F 1.740769 2.991970 -4.834499 -0.6097 -0.2557 0.5446 -0.28
F 1.488600 2.505304 -2.723948 -0.1730 -0.0778 -0.4225 -0.21
F 0.217314 1.553106 -4.211081 0.0687 0.3175 0.1642 -0.21
C -2.261039 2.294986 1.348228 0.4157 1.5502 -0.3667 -1.10
F -3.390114 2.571196 0.621383 -0.2420 -0.2179 0.2349 -0.34
I -2.298585 3.630554 3.020660 -0.1931 -0.1837 -0.1113 0.30
N -2.358054 0.810970 1.649006 -0.1540 -1.2732 -1.3734 1.00
O -2.459545 0.289919 0.298167 0.0734 -0.3489 0.2668 -0.49
C -3.664151 0.345356 2.271116 -1.0460 0.7565 0.4094 -0.72
C -4.026285 0.271998 3.763883 -0.3959 -0.8939 0.6063 -0.53
C -3.594621 -0.983536 4.529173 0.0994 0.2157 0.1080 -1.02
F -3.768796 1.403392 4.510961 0.1514 0.0164 -0.1636 -0.39
C -1.064628 0.148975 2.113651 0.7161 0.2512 0.9692 1.72
C -1.160708 -1.383454 2.369201 -0.3592 -0.0023 -0.0045 -3.43
C -2.007047 -2.429849 1.613246 0.4175 -1.1996 -0.1865 0.87
C -1.949938 -2.586299 0.077842 -0.3794 -0.1137 -0.1010 -1.85
C -1.539216 -3.795203 2.217796 -0.2115 0.6496 0.3454 -1.64
P -0.474695 0.797935 3.828536 0.8709 -0.6617 0.7718 0.60
S 0.972653 -0.272355 4.603359 -0.1990 0.1026 -0.3068 -0.38
C 0.153298 0.494929 1.219722 0.2188 0.2192 -0.9292 -1.42
C 0.409760 -0.424279 0.013332 0.8584 0.2191 -0.4042 -0.82
C 1.886015 -0.339026 -0.467637 -0.1663 -0.2689 0.7096 -0.80
C 2.771661 -1.331080 0.299846 -0.2353 0.1916 -0.2449 -0.43
C 4.181347 -1.419426 -0.276234 0.2082 -0.6473 0.3917 -0.50
N 5.054277 -2.299511 0.534076 -0.2846 0.3270 0.3593 -0.12
C 5.421662 -1.800580 1.800235 -0.1577 -0.0072 -0.0620 0.62
C 6.203099 -0.509239 1.787576 -0.4704 -0.1818 -0.1144 -0.89
O 5.125460 -2.391078 2.817796 0.2630 -0.0740 -0.1349 -0.62
H 3.904057 4.307278 -0.431542 -0.0419 0.2297 0.1230 0.50
H 0.653605 3.560541 2.252172 0.0099 -0.0060 0.0252 0.42
H 1.746195 2.201692 2.374326 -0.0868 -0.0812 -0.0010 0.64
H 0.788257 1.957304 -0.209541 0.0157 -0.2359 0.0025 -0.17
H -1.364538 2.175031 -0.555974 -0.3027 -0.4092 0.3151 -0.28
H -0.458960 4.697321 0.792780 -0.1146 -0.1278 0.2264 0.54
H -2.018364 4.528121 -0.005012 -0.0714 -0.0515 0.1368 0.63
H 0.721529 4.030059 -1.246209 -0.0577 -0.0800 0.0001 0.13
H -0.297206 5.429830 -1.410211 0.1077 -0.0129 -0.1362 0.58
H -1.237677 2.672363 -2.372104 -0.1499 0.0636 0.0567 0.00
H -2.004646 4.229917 -2.704077 -0.0090 0.0884 0.1633 0.40
H -3.399752 0.314758 0.043885 -0.0269 0.2649 0.0164 0.34
H -4.425005 0.972854 1.798564 0.3215 0.2752 0.0193 0.80
H -3.877583 -0.648496 1.889759 0.5094 -0.1144 -0.0085 0.45
H -5.119964 0.208781 3.732861 0.0360 0.0960 -0.3912 0.58
H -2.770901 -0.779016 5.211846 0.0868 -0.0363 -0.0965 0.35
H -4.406850 -1.360749 5.145772 -0.0743 0.1431 0.0092 0.58
H -3.311043 -1.797451 3.869674 -0.0820 0.0101 0.0274 0.16
H -1.410168 -1.535525 3.421136 -0.0478 0.0904 -0.0625 0.88
H -0.126538 -1.726316 2.342917 0.0958 0.1498 -0.1313 1.10
H -3.058031 -2.421922 1.908079 0.0006 0.6240 0.0282 0.70
H -1.643864 -1.730211 -0.508184 -0.1071 0.0656 0.1626 0.19
H -1.294583 -3.405395 -0.212415 0.1423 0.0525 0.0562 0.38
H -2.939065 -2.877359 -0.285287 0.0157 -0.0049 -0.0073 0.31
H -2.348576 -4.520498 2.157959 0.1618 -0.1824 -0.2227 0.41
H -1.311937 -3.676244 3.280558 -0.0412 -0.0975 -0.0402 0.09
H -0.641335 -4.151712 1.717148 -0.0149 -0.1018 -0.0415 0.49
H -0.052242 2.116060 3.677962 -0.3637 -0.0147 -0.1658 -0.46
H -1.563871 0.803416 4.701140 -0.2339 0.3534 -0.3752 0.22
H 1.020348 0.338859 1.868812 -0.1427 -0.2325 0.1845 1.05
H 0.279236 -1.476165 0.249964 -0.4262 0.0809 0.0080 0.32
H -0.230046 -0.143351 -0.824329 -0.2199 -0.1277 0.1089 0.28
H 1.916206 -0.538655 -1.538942 0.1130 0.0354 -0.0573 0.54
H 2.305409 0.651971 -0.273797 -0.0178 0.1120 -0.3420 0.05
H 2.334940 -2.335774 0.267555 -0.0866 0.0107 0.0059 0.29
H 2.778048 -1.034754 1.354667 0.2247 -0.0749 0.0468 0.26
H 4.118540 -1.890673 -1.259098 0.0400 0.3199 -0.2047 -0.18
H 4.650363 -0.443716 -0.360989 -0.0243 0.0025 -0.1492 0.20
H 4.600050 -3.194461 0.689028 0.0173 -0.0287 -0.0136 0.31
H 5.529925 0.291824 1.474068 0.1038 0.1262 0.0402 0.17
H 6.565797 -0.297881 2.787430 0.1034 -0.0303 -0.0153 0.35
H 6.990671 -0.563228 1.041364 0.1239 0.0960 0.0958 0.30
C 2.549070 3.586684 6.186124 -0.0289 0.0062 0.0062 -0.96
C 1.278158 3.888873 5.538137 0.0234 -0.0144 0.0103 0.45
N 0.277280 4.126464 5.026789 0.1125 -0.0418 0.0489 -0.36
H 3.358665 3.669818 5.463446 0.0022 0.0014 0.0007 0.30
H 2.721388 4.288547 6.999762 0.0000 0.0037 -0.0019 0.35
H 2.525347 2.572977 6.582265 -0.0072 -0.0066 -0.0163 0.28
C 3.042301 0.059295 -5.533363 0.0570 -0.1258 -0.0927 0.53
C 3.530724 -1.109546 -4.812730 -0.1712 0.0941 -0.0836 0.54
N 3.928146 -2.008485 -4.220939 -0.3774 -0.1455 -0.0911 -0.56
H 3.884135 0.659885 -5.874778 0.0318 -0.0592 0.0282 -0.28
H 2.451114 -0.251540 -6.393557 0.0028 -0.0170 0.0130 0.39
H 2.422255 0.651913 -4.873346 -0.0520 0.0156 0.0637 -0.59
C 5.151426 3.363983 -7.993253 -0.0536 0.0125 0.0357 -0.83
C 5.640561 2.217576 -7.236433 0.0340 0.0065 -0.1135 0.49
N 6.013535 1.293761 -6.664330 -0.0649 -0.0012 0.0270 -0.49
H 5.989180 3.963231 -8.343625 0.0052 -0.0053 -0.0034 0.33
H 4.588045 3.007381 -8.854029 0.0443 0.0306 -0.0413 0.26
H 4.508094 3.979225 -7.366282 0.0364 0.0056 0.0258 0.27
C -0.965347 6.491280 -6.993711 0.0265 0.0342 -0.0414 -0.41
C -0.222715 7.165163 -8.054109 -0.0184 -0.0260 0.0335 0.19
N 0.368789 7.688654 -8.885403 0.0187 0.0034 -0.0105 -0.34
H -0.318692 5.775748 -6.490813 -0.0075 -0.0009 0.0113 -0.01
H -1.320168 7.221610 -6.268781 -0.0036 -0.0018 0.0006 0.27
H -1.818890 5.964381 -7.416157 -0.0034 0.0025 0.0014 0.29
C -0.522463 -3.940784 6.638805 -0.0419 0.0019 -0.0231 -0.97
C -1.860369 -3.826280 6.067146 0.0422 -0.0184 0.0485 0.58
N -2.912629 -3.737377 5.615414 0.0625 -0.0270 0.0371 -0.46
H 0.222578 -3.885561 5.846785 0.0088 0.0134 -0.0010 0.28
H -0.352709 -3.128652 7.342975 0.0082 0.0071 -0.0068 0.29
H -0.424892 -4.892261 7.157853 0.0009 -0.0031 -0.0031 0.36
C -5.815372 -4.759956 7.552834 -0.0062 0.0451 0.0314 -0.46
C -6.273967 -4.033211 8.732130 0.0182 -0.0449 -0.0278 0.30
N -6.625814 -3.458167 9.660270 0.0234 0.0244 0.0199 -0.36
H -6.581790 -4.732150 6.780709 -0.0029 -0.0115 -0.0007 0.26
H -4.906404 -4.300821 7.168113 -0.0009 -0.0247 -0.0432 -0.01
H -5.610227 -5.796924 7.811601 -0.0095 -0.0010 0.0053 0.29
C 6.591602 -1.217876 -3.237449 0.1920 0.1837 0.0104 -0.49
C 6.652816 -0.220160 -2.174418 0.1088 -0.0560 -0.1193 0.55
N 6.694926 0.562679 -1.336075 -0.0372 0.0912 -0.0338 -0.52
H 5.814667 -0.949399 -3.952420 0.3632 -0.0487 0.2115 -0.13
H 7.548778 -1.266121 -3.752625 0.0523 0.0234 0.0253 0.39
H 6.367202 -2.193996 -2.809941 -0.0484 0.0314 -0.0275 0.20
C -3.952768 1.189544 -4.292958 -0.0052 -0.0044 0.0034 -0.57
C -4.675718 1.308484 -3.030425 0.1113 -0.0675 -0.0457 0.47
N -5.218735 1.373953 -2.021014 0.1091 -0.0184 0.1449 -0.43
H -3.504409 0.199518 -4.356811 0.0029 -0.0155 -0.0120 0.28
H -4.629526 1.325125 -5.134019 -0.0297 0.0167 0.0226 0.36
H -3.164608 1.939652 -4.345701 -0.0244 0.0158 -0.0114 -0.02
C -5.566686 -3.321542 12.838338 -0.0092 0.0420 0.0991 -0.68
C -5.481305 -2.938196 14.244813 0.0180 -0.0231 -0.0524 0.22
N -5.410217 -2.636061 15.349177 0.0048 0.0104 0.0167 -0.34
H -6.014343 -2.519669 12.256522 -0.0160 -0.0315 -0.0318 0.27
H -4.570466 -3.527475 12.451847 -0.0041 -0.0032 -0.0135 0.26
H -6.180422 -4.213284 12.732931 -0.0128 0.0085 -0.0279 0.27
C 5.935006 -0.723070 -10.310455 -0.0128 0.0344 -0.0369 -0.76
C 5.335799 0.574051 -10.607608 0.0278 -0.0367 0.0176 0.39
N 4.866099 1.595617 -10.837585 -0.0178 -0.0223 0.0693 -0.44
H 5.528713 -1.111578 -9.378772 0.0136 0.0055 0.0097 0.22
H 5.719204 -1.421728 -11.116339 0.0056 -0.0009 -0.0014 0.32
H 7.012930 -0.615299 -10.209318 0.0031 -0.0038 0.0050 0.26
C -8.588227 2.502717 -1.398811 -0.0604 0.0243 -0.0309 -0.53
C -9.898928 2.520814 -2.040987 0.0431 -0.0051 0.0257 0.22
N -10.926821 2.531720 -2.549370 -0.0126 -0.0018 -0.0139 -0.33
H -7.804878 2.472221 -2.152636 0.0229 -0.0129 0.0228 0.11
H -8.462194 3.396206 -0.790129 0.0014 -0.0003 0.0020 0.27
H -8.499319 1.623253 -0.764440 0.0125 -0.0055 -0.0022 0.24
C 3.182267 -4.903379 -2.899006 0.0606 -0.1280 0.0899 -0.34
C 3.696954 -6.032022 -2.128768 -0.0077 0.0255 0.0109 0.26
N 4.105578 -6.911375 -1.515161 -0.0498 -0.0007 0.0013 -0.42
H 4.000441 -4.284097 -3.255789 -0.0302 0.0363 -0.0302 0.18
H 2.615544 -5.265630 -3.754755 0.0317 0.0362 -0.0523 0.34
H 2.531214 -4.295882 -2.272653 -0.0219 0.0560 -0.0101 0.00
C -0.579483 -6.071450 -3.324490 -0.0236 0.0514 0.0107 -0.81
C -0.876392 -4.658623 -3.106483 0.0146 -0.0353 -0.0436 0.43
N -1.112033 -3.547539 -2.940330 0.0384 0.0264 0.0069 -0.38
H -1.109424 -6.676717 -2.591692 0.0141 -0.0139 -0.0018 0.30
H -0.896024 -6.364139 -4.323525 -0.0030 -0.0036 -0.0038 0.31
H 0.490322 -6.245618 -3.224397 -0.0245 -0.0260 0.0234 0.18
```
Positions in Å, forces in eV/Å.

## Properties
net charge: +1
multiplicity: 1
frontier orbital gap: 8.2 eV
max |F|: 1.879 eV Å⁻¹